The following is a quantum chemistry calculation of the ion C10H14NO2 with charge +1 at a distorted geometry, from OMol25.

Computed properties:
Energy above the lowest of the compared OMol25 structures with the same formula, charge and spin in kJ/mol: 604.8
Kohn-Sham gap in eV: 10.3
HOMO level in eV: -13.791

Geometry as ORCA input:
```
! wB97M-V def2-TZVPD RIJCOSX def2/J DEFGRID3
* xyz 1 1
O 2.38 0.83 0.41
O -1.79 1.05 0.05
N 1.04 1.03 0.32
C -1.87 -2.04 1.50
C 1.43 -1.14 -0.19
C -1.19 -0.18 -0.21
C 2.63 -0.47 0.06
C -1.47 -1.26 0.69
C -3.17 1.06 0.46
C 4.00 -0.96 0.12
C -1.44 -0.75 -1.63
C 0.47 -0.10 -0.02
C 0.64 2.42 0.32
H -0.79 -1.53 -1.89
H 3.99 -1.78 -0.70
H 0.20 2.54 -0.60
H -1.11 0.02 -2.52
H 1.54 2.99 0.50
H 1.19 -2.10 -0.47
H -0.03 2.48 1.09
H -3.76 1.14 -0.40
H -2.55 -0.88 -1.80
H -2.29 -2.88 1.94
H 4.63 -0.20 -0.04
H -3.44 1.79 1.13
H 4.33 -1.25 1.05
H -3.54 0.17 0.83
*
```

=====

The following is a quantum chemistry calculation of a cluster of 3 separate species, C32H68N4O12P3Si in total at a distorted geometry, from OMol25.

Computed properties:
Kohn-Sham gap in eV: 6.3
HOMO level in eV: -9.991

Geometry as ORCA input:
```
! wB97M-V def2-TZVPD RIJCOSX def2/J DEFGRID3
* xyz 1 1
P 7.56 -4.56 -9.87
P 8.31 -5.08 -2.46
P -6.48 6.50 5.14
Si 2.41 -2.29 1.86
O -7.19 5.43 6.20
O 8.01 -3.89 -8.59
O 6.30 -5.43 -9.15
O 8.69 -3.72 -10.84
O -7.29 7.75 5.23
O -4.97 6.92 5.74
O 9.48 -4.24 -3.37
O -2.47 2.89 5.35
O 8.35 -5.97 -10.11
O 9.10 -6.49 -2.67
O 7.07 -5.89 -1.64
O 8.75 -4.40 -1.18
N -6.42 5.87 3.52
N -6.10 3.75 2.51
N -4.57 4.29 4.19
N -5.86 6.89 2.69
C -5.39 2.45 2.28
C 10.49 -6.55 -2.42
C -8.66 4.07 2.31
C -6.74 7.48 1.93
C -6.22 8.01 0.55
C -5.27 -0.12 2.70
C 5.81 -5.23 -1.73
C 5.01 -4.81 -9.26
C 3.73 0.00 0.47
C 4.84 0.69 -0.21
C -8.24 7.69 2.25
C 3.22 -3.50 3.11
C 5.15 -2.03 0.87
C -9.31 2.66 2.64
C -4.88 3.53 5.44
C -7.27 4.00 1.59
C 6.27 -1.34 0.19
C -9.66 4.77 1.27
C -1.38 -0.64 2.72
C -5.71 4.61 3.41
C -2.86 -1.19 2.48
C -3.76 2.47 5.81
C 6.13 0.01 -0.36
C 9.74 -6.04 -9.86
C -5.97 1.26 3.12
C 8.45 -3.80 -12.25
C 9.30 -4.30 -4.79
C 3.84 -1.35 1.00
C -0.30 -1.78 2.84
C 1.14 -1.12 2.67
C -3.85 -0.32 3.37
C 1.58 -3.35 0.48
H 5.89 -4.22 -1.31
H -7.01 4.94 1.03
H 2.75 0.54 0.56
H 8.34 -4.84 -12.57
H -8.89 7.56 1.34
H -7.35 3.20 0.80
H -5.91 3.09 5.44
H -3.97 5.09 4.35
H 4.28 -5.45 -8.76
H -4.37 7.15 5.00
H -7.06 1.13 2.95
H -1.81 2.29 5.75
H -0.35 -2.20 3.88
H -4.27 2.57 2.39
H -5.81 1.35 4.23
H 10.08 -5.27 -9.18
H 4.75 1.72 -0.60
H -9.11 1.98 1.76
H 7.27 -1.82 0.05
H 9.20 -5.33 -5.13
H 5.48 -5.18 -2.77
H -9.05 5.49 0.64
H -10.44 5.39 1.77
H 8.42 -3.73 -5.08
H -5.57 7.22 0.08
H -3.70 2.40 6.94
H 5.02 -3.83 -8.78
H 1.51 -0.88 3.71
H -1.12 0.11 1.92
H -7.13 8.07 -0.11
H 0.79 -2.75 -0.05
H 9.96 -7.02 -9.43
H -8.64 6.97 3.02
H -4.04 1.44 5.46
H 10.18 -3.86 -5.27
H -7.70 5.99 6.82
H -5.21 -0.20 1.59
H -0.52 -2.57 2.09
H 1.02 -4.17 1.02
H -3.07 -1.06 1.38
H -1.40 -0.10 3.71
H 2.47 -4.13 3.65
H -8.47 8.71 2.66
H -3.37 0.71 3.40
H 7.55 -3.24 -12.50
H 3.82 -2.87 3.82
H -10.13 4.03 0.57
H -5.54 2.17 1.20
H 2.34 -3.77 -0.21
H -8.69 4.71 3.23
H -2.94 -2.29 2.70
H 10.28 -5.95 -10.81
H -5.66 8.97 0.61
H 5.33 -3.06 1.26
H 11.04 -6.47 -3.36
H -4.86 4.28 6.28
H 10.71 -7.52 -1.97
H 10.83 -5.76 -1.74
H 9.30 -3.35 -12.77
H 3.88 -4.18 2.51
H 5.08 -5.80 -1.15
H 1.11 -0.12 2.14
H -3.89 -0.74 4.41
H 6.97 0.53 -0.86
H -10.42 2.74 2.78
H -5.95 -0.92 3.10
H -8.82 2.26 3.57
H 4.73 -4.71 -10.31
*
```

=====

The following is a quantum chemistry calculation of a structure of composition C16H10ClF5OTi at a distorted geometry, from OMol25.

Computed properties:
Energy above the lowest of the compared OMol25 structures with the same formula, charge and spin in kJ/mol: 34.5
Kohn-Sham gap (spin up / spin down) in eV: 6.1 / 7.0
HOMO level (spin up / spin down) in eV: -3.331 / -4.261

Geometry as ORCA input:
```
! wB97M-V def2-TZVPD RIJCOSX def2/J DEFGRID3
* xyz -1 2
Ti -0.75 -1.20 -0.13
Cl -2.08 0.39 -1.19
F -0.86 -1.06 4.21
F 0.55 4.05 3.06
F -0.02 2.37 1.02
F -0.13 3.39 5.64
F -0.63 0.80 6.20
O -0.71 -0.36 1.57
C 1.76 0.15 0.33
C -0.55 1.17 4.90
C 1.54 -1.97 -0.55
C 1.97 -1.23 0.60
C -1.84 -2.61 -1.48
C -0.54 0.57 2.50
C -2.38 -2.52 -0.16
C -0.39 -3.71 -0.05
C -1.43 -3.13 0.75
C -0.64 0.23 3.87
C 0.93 -1.05 -1.47
C -0.64 -3.39 -1.41
C 1.11 0.27 -0.92
C -0.02 2.85 3.30
C -0.28 2.51 4.63
C -0.21 1.92 2.28
H 1.88 -3.00 -0.76
H -2.28 -2.25 -2.40
H 0.38 -4.40 0.33
H 0.93 1.18 -1.48
H 0.48 -1.26 -2.44
H 2.46 -1.66 1.47
H -3.31 -2.07 0.14
H 2.12 0.96 0.97
H -1.51 -3.19 1.84
H -0.07 -3.77 -2.28
*
```

=====

The following is a quantum chemistry calculation of a structure of composition C4H3LaO4 at a distorted geometry, from OMol25.

Computed properties:
Kohn-Sham gap (spin up / spin down) in eV: 4.3 / 2.6
HOMO level (spin up / spin down) in eV: -15.363 / -14.550

Geometry as ORCA input:
```
! wB97M-V def2-TZVPD RIJCOSX def2/J DEFGRID3
* xyz 2 1
La 5.60 0.70 0.17
O -1.72 1.60 0.15
O 0.66 0.20 -0.24
O -3.43 0.31 -0.37
O 2.76 0.52 0.07
C -1.42 -0.81 0.18
C -2.27 0.39 -0.02
C 1.95 -0.18 -0.59
C -0.08 -0.86 0.21
H -1.97 -1.72 0.40
H 0.70 -1.72 0.07
H -0.76 1.58 -0.03
*
```

=====

| no. | calculated total energy (eV) |
| --- | --- |
| 1 | -16169.9132 |
| 2 | -100550.3755 |
| 3 | -68028.4636 |
| 4 | -13220.3231 |